ORCA calculation (ωB97M-V/def2-TZVPD) on a molecular structure, C46H42BBrCdCl3N9O2S2.

HOMO-LUMO gap in eV: 8.6347
Relative energy (zero: lowest compared OMol25 entry of this formula, charge and spin) in eV: 0.7020
Charge: 0
2S+1: 1
LUMO level in hartree: 0.0167

```
107
C46H42BBrCdCl3N9O2S2, DFT ωB97M-V/def2-TZVPD
Cd -0.02 -0.18 -0.07
C 3.23 -0.96 -4.53
C 3.08 -0.72 -3.06
C 4.07 -0.61 -2.13
C 3.44 -0.40 -0.90
N 2.10 -0.39 -1.08
N 1.91 -0.58 -2.42
B 0.54 -0.64 -3.12
N -0.30 -1.84 -2.63
N -0.76 -1.98 -1.35
C -1.38 -3.17 -1.30
C -1.34 -3.77 -2.57
C -0.65 -2.90 -3.38
C -0.33 -3.07 -4.82
C -2.04 -3.76 -0.12
C -2.64 -5.02 -0.23
C -3.28 -5.60 0.85
C -3.33 -4.95 2.08
C -2.72 -3.71 2.21
C -2.10 -3.12 1.12
N -0.22 0.69 -2.99
N -0.69 1.19 -1.81
C -1.33 2.33 -2.12
C -1.26 2.55 -3.50
C -0.57 1.49 -4.02
C -0.22 1.23 -5.45
C -2.02 3.29 -1.24
C -3.23 3.01 -0.61
C -3.93 4.01 0.05
C -3.45 5.31 0.07
C -2.25 5.60 -0.56
C -1.54 4.60 -1.21
C 4.25 -0.26 0.32
C 5.49 0.39 0.20
C 6.37 0.45 1.26
C 6.04 -0.14 2.47
C 4.81 -0.78 2.60
C 3.92 -0.83 1.54
H 4.29 -1.05 -4.77
H 2.81 -0.14 -5.11
H 2.73 -1.88 -4.84
H 5.13 -0.71 -2.29
H 0.76 -0.81 -4.28
H -1.76 -4.71 -2.86
H -0.76 -4.00 -5.18
H 0.75 -3.11 -4.99
H -0.73 -2.25 -5.42
H -2.60 -5.56 -1.16
H -3.74 -6.57 0.74
H -3.82 -5.41 2.92
H -2.71 -3.20 3.16
H -1.63 -2.16 1.24
H -1.70 3.38 -4.03
H -0.63 2.02 -6.06
H -0.62 0.28 -5.79
H 0.86 1.21 -5.59
H -3.62 2.00 -0.66
H -4.87 3.77 0.53
H -4.01 6.09 0.56
H -1.87 6.62 -0.57
H -0.61 4.83 -1.71
H 5.75 0.87 -0.74
H 7.32 0.96 1.15
H 6.73 -0.11 3.30
H 4.55 -1.26 3.53
H 2.96 -1.32 1.65
C 1.97 1.41 5.17
C 2.10 1.80 3.73
C 3.02 2.75 3.29
C 3.07 3.09 1.95
C 2.19 2.45 1.09
Br 2.13 3.02 -0.72
N 1.34 1.52 1.47
C 1.30 1.21 2.77
H 2.57 2.05 5.81
H 2.29 0.38 5.32
H 0.93 1.47 5.49
H 3.69 3.22 3.99
H 3.77 3.82 1.57
H 0.61 0.42 3.04
C -0.49 3.94 2.67
C -1.32 2.73 2.92
N -1.68 1.86 2.03
C -2.56 0.93 2.55
C -2.81 1.07 3.88
S -1.97 2.42 4.50
C -3.28 0.03 1.65
C -4.41 -0.64 1.99
S -5.13 -1.37 0.63
C -3.84 -0.76 -0.34
N -2.95 -0.08 0.31
C -3.85 -0.95 -1.83
H -0.15 3.94 1.64
H 0.36 3.98 3.34
H -1.10 4.83 2.83
H -3.45 0.48 4.51
H -4.88 -0.72 2.96
H -4.71 -0.45 -2.26
H -3.90 -2.00 -2.09
H -2.94 -0.52 -2.25
Cl 0.49 -5.10 2.31
C 1.36 -3.57 2.09
Cl 1.80 -3.40 0.38
Cl 2.85 -3.65 3.06
C 0.50 -2.35 2.64
O 0.16 -2.46 3.80
O 0.31 -1.37 1.86
```

Atomic partial charges in e from the Löwdin method, atoms 1 to 6: number 1, Cd, carries 1.431; number 2, C, carries -0.012; number 3, C, carries -0.262; number 4, C, carries 0.016; number 5, C, carries -0.263; number 6, N, carries 0.035